No. 1
{"formula": "C6H11BrOSi", "method": "wB97M-V/def2-TZVPD", "symbols": ["C", "C", "C", "C", "C", "C", "O", "Si", "Br", "H", "H", "H", "H", "H", "H", "H", "H", "H", "H", "H"], "coordinates": [[1.6913, 2.3159, -1.1211], [-1.6502, 0.3058, 2.4150], [1.0180, 1.9661, -0.0161], [-1.5867, 0.0340, 1.1357], [-0.7454, -0.7936, -2.4290], [1.1689, -1.8050, 1.2800], [-0.3121, 0.3302, -1.7118], [-0.2004, 0.5008, -0.1207], [0.9744, -3.4270, 0.2797], [2.5067, 3.0089, -1.0915], [1.2130, 2.0514, -2.1194], [-2.5447, 0.0014, 2.9889], [-0.8803, 0.9356, 2.9029], [1.6052, 2.1583, 0.8895], [-2.4531, -0.5083, 0.7445], [-1.1401, -0.5393, -3.3402], [-1.2363, -1.5176, -1.6911], [0.1515, -1.4926, -2.6385], [2.1196, -1.6097, 1.6591], [0.3009, -1.9153, 1.9841]], "forces_ev_per_angstrom": [[-2.5, -0.2, -1.4], [0.1, 1.0, 1.4], [0.9, -1.3, 0.4], [-0.1, 0.2, -2.5], [2.8, -4.0, 3.3], [-4.2, 1.2, -1.0], [-0.5, 0.4, -0.3], [1.9, -0.9, 2.7], [0.5, -0.3, -0.4], [0.5, 0.0, 0.0], [1.1, 0.4, 1.2], [0.8, 0.2, -0.1], [-0.6, -0.6, -0.1], [-0.8, 0.2, 0.2], [0.4, -0.1, -0.2], [-1.7, 0.6, -1.8], [-0.6, 1.1, -1.5], [-0.8, 1.4, 0.0], [1.4, 0.0, 0.5], [1.4, 0.7, -0.3]], "multiplicity": 1, "lumo_ev": [-0.1, -0.1], "orbital_gap_ev": [6.964, 6.963], "total_energy_ha": -3173.80551, "homo_ev": [-7.06, -7.06]}

No. 2
{"formula": "C44H57BrIrN2O6P2", "method": "wB97M-V/def2-TZVPD", "symbols": ["Ir", "C", "O", "C", "C", "C", "Br", "C", "C", "C", "O", "C", "N", "C", "C", "C", "C", "C", "C", "N", "H", "H", "H", "H", "H", "H", "H", "H", "H", "H", "H", "O", "C", "O", "C", "O", "O", "C", "C", "C", "C", "P", "C", "C", "C", "C", "C", "C", "C", "C", "C", "C", "H", "H", "H", "H", "H", "H", "H", "H", "H", "H", "H", "H", "H", "H", "H", "H", "H", "H", "H", "H", "H", "H", "H", "C", "C", "C", "C", "P", "C", "C", "C", "C", "C", "C", "C", "C", "C", "C", "H", "H", "H", "H", "H", "H", "H", "H", "H", "H", "H", "H", "H", "H", "H", "H", "H", "H", "H", "H", "H", "H", "H"], "coordinates": [[-0.2327, -0.8520, 0.5257], [4.8196, -0.8668, -0.4626], [3.8034, 0.0482, -0.0673], [4.1670, 1.3620, -0.0609], [5.3889, 1.8443, -0.4901], [5.6382, 3.2153, -0.4868], [7.3114, 3.8319, -1.1022], [4.6989, 4.1055, -0.0395], [3.4800, 3.6171, 0.4402], [3.2011, 2.2642, 0.3858], [1.9389, 1.7689, 0.6875], [2.5277, 4.5672, 1.0481], [2.4254, 5.8051, 0.7168], [1.4520, 6.3454, 1.5604], [0.9604, 7.6431, 1.6223], [0.0185, 7.9224, 2.5933], [-0.4301, 6.9313, 3.4783], [0.0373, 5.6309, 3.4196], [0.9812, 5.3632, 2.4353], [1.6495, 4.2044, 2.0667], [5.1174, -0.6988, -1.4988], [4.3828, -1.8539, -0.3736], [5.6902, -0.7905, 0.1917], [6.1535, 1.1731, -0.8505], [4.8850, 5.1696, -0.0114], [1.3363, 2.5194, 0.7636], [1.3265, 8.3933, 0.9341], [-0.3844, 8.9219, 2.6883], [-1.1659, 7.1955, 4.2273], [-0.3134, 4.8768, 4.1150], [1.7793, 3.3999, 2.6568], [0.4634, -0.6652, 4.8149], [0.3563, -0.6678, 3.6717], [0.7339, -0.4715, 2.5675], [-1.8521, -1.6513, 3.3445], [-2.1800, -1.6833, 4.4463], [-1.8543, -1.7739, 2.1773], [-1.1336, 2.7005, 1.1417], [-2.4041, 1.9165, 0.7937], [-3.5163, 2.8742, 0.3605], [-2.8822, 1.2224, 2.0769], [-1.9774, 0.5805, -0.4584], [-3.5803, -0.1862, -0.8153], [-4.5323, 0.4794, -1.5894], [-5.7808, -0.0824, -1.8103], [-6.0997, -1.3139, -1.2555], [-5.1641, -1.9812, -0.4774], [-3.9151, -1.4189, -0.2600], [-1.3183, 1.2839, -2.0576], [0.2122, 1.4784, -1.9050], [-1.5863, 0.2639, -3.1709], [-1.8629, 2.6478, -2.5074], [-1.3651, 3.4323, 1.9206], [-0.7350, 3.2564, 0.2919], [-0.3669, 2.0257, 1.5399], [-3.7102, 3.5377, 1.2072], [-4.4466, 2.3469, 0.1546], [-3.2624, 3.4975, -0.4904], [-3.1668, 1.9872, 2.8019], [-2.0765, 0.6349, 2.5322], [-3.7476, 0.5790, 1.9071], [-4.3108, 1.4378, -2.0369], [-6.5051, 0.4448, -2.4168], [-7.0751, -1.7497, -1.4276], [-5.4056, -2.9393, -0.0341], [-3.2038, -1.9366, 0.3590], [0.7180, 0.6979, -1.3277], [0.4407, 2.4303, -1.4231], [0.6686, 1.5074, -2.8965], [-1.2189, -0.7293, -2.9196], [-1.0561, 0.5918, -4.0683], [-2.6445, 0.1824, -3.4156], [-1.6660, 3.4353, -1.7814], [-2.9255, 2.6438, -2.7449], [-1.3317, 2.9179, -3.4232], [1.1322, -5.5987, 1.0419], [0.9713, -4.0979, 1.3354], [2.3358, -3.4927, 1.7123], [0.0744, -4.0033, 2.5796], [0.2909, -3.1118, -0.1031], [1.5922, -2.9532, -1.3605], [1.4664, -1.8616, -2.2311], [2.3345, -1.6869, -3.2983], [3.3492, -2.6065, -3.5155], [3.4874, -3.6935, -2.6644], [2.6187, -3.8720, -1.5982], [-1.0477, -4.0485, -1.0279], [-2.1188, -4.5505, -0.0482], [-0.4877, -5.2370, -1.8216], [-1.6669, -3.0903, -2.0492], [1.6830, -6.0303, 1.8813], [1.6812, -5.8339, 0.1381], [0.1714, -6.1074, 0.9966], [2.6879, -3.9858, 2.6215], [2.2689, -2.4216, 1.9215], [3.0895, -3.6477, 0.9456], [0.4589, -4.7082, 3.3191], [-0.9663, -4.2570, 2.3902], [0.1349, -3.0173, 3.0435], [0.6603, -1.1582, -2.0909], [2.2083, -0.8420, -3.9629], [4.0266, -2.4831, -4.3507], [4.2729, -4.4183, -2.8347], [2.7564, -4.7381, -0.9711], [-1.7580, -5.3832, 0.5551], [-2.9743, -4.9137, -0.6209], [-2.4739, -3.7730, 0.6272], [-0.1010, -6.0327, -1.1925], [0.2839, -4.9337, -2.5287], [-1.3153, -5.6548, -2.4002], [-1.9649, -2.1452, -1.6086], [-2.5630, -3.5539, -2.4680], [-0.9762, -2.8988, -2.8719]], "forces_ev_per_angstrom": [[-0.1, 0.2, 0.0], [-0.1, 0.1, 0.0], [0.1, 0.0, 0.0], [-0.2, 0.0, -0.1], [0.2, 0.0, -0.1], [0.1, -0.2, -0.1], [0.0, 0.0, 0.0], [-0.1, 0.2, 0.3], [-0.1, 0.2, 0.3], [-0.4, -0.1, -0.1], [0.3, -0.3, 0.2], [0.1, -0.3, 0.0], [-0.3, 0.6, -0.2], [0.2, -0.2, -0.1], [0.0, 0.1, 0.0], [0.0, 0.0, 0.0], [-0.1, 0.0, 0.1], [0.0, 0.0, -0.1], [0.0, 0.0, 0.0], [0.0, -0.2, -0.1], [0.0, 0.0, 0.0], [-0.1, -0.1, 0.0], [0.0, 0.0, 0.0], [0.0, 0.0, 0.0], [0.0, 0.0, 0.0], [0.1, 0.1, 0.0], [0.0, 0.0, 0.0], [0.0, 0.0, 0.0], [0.0, 0.0, 0.0], [0.0, 0.0, 0.0], [0.1, 0.0, 0.1], [-1.6, -0.6, 0.3], [4.2, 1.7, 0.7], [-1.0, -0.7, -0.2], [-3.4, -1.5, -0.3], [1.0, 0.5, 0.4], [1.0, 0.5, 0.1], [-0.1, 0.0, 0.0], [0.5, -0.1, 0.6], [-0.1, -0.1, -0.1], [0.0, -0.1, 0.0], [-0.3, -0.9, -1.1], [0.0, 0.0, 0.1], [-0.1, 0.0, -0.1], [0.1, 0.0, 0.0], [0.0, 0.0, 0.0], [0.0, 0.0, 0.0], [-0.2, 0.1, 0.1], [0.5, 0.3, -0.2], [-0.2, 0.1, 0.1], [0.0, -0.1, 0.0], [-0.1, 0.0, 0.1], [0.0, 0.0, 0.0], [0.0, 0.0, 0.0], [0.0, 0.0, 0.0], [0.1, 0.0, 0.0], [0.0, 0.0, 0.0], [0.0, 0.0, 0.0], [0.0, 0.0, 0.0], [-0.1, 0.1, -0.1], [0.0, 0.0, 0.0], [0.0, 0.0, 0.0], [0.0, 0.0, 0.0], [0.0, 0.0, 0.0], [0.0, 0.0, 0.0], [0.1, 0.0, 0.0], [0.0, 0.1, -0.1], [0.0, -0.1, 0.0], [0.0, 0.0, 0.0], [0.0, 0.0, 0.0], [0.0, 0.0, 0.0], [0.0, 0.0, 0.0], [0.0, 0.0, 0.0], [0.0, 0.0, 0.0], [0.0, 0.0, 0.0], [-0.1, -0.1, 0.0], [0.1, 0.3, 0.4], [0.0, 0.0, 0.0], [0.0, 0.0, 0.1], [-0.6, 0.4, -1.0], [0.0, 0.5, -0.1], [0.1, -0.2, 0.1], [0.0, 0.0, 0.1], [0.0, 0.1, 0.0], [0.0, -0.1, 0.0], [0.0, 0.0, 0.1], [-0.2, 0.0, 0.2], [0.1, 0.0, 0.0], [0.0, 0.0, 0.0], [0.1, 0.0, 0.0], [0.0, 0.0, 0.0], [0.0, 0.0, 0.0], [0.0, 0.0, 0.0], [0.0, 0.0, 0.0], [0.1, 0.0, -0.1], [0.0, 0.1, 0.0], [0.0, 0.0, 0.0], [0.0, 0.0, 0.0], [0.0, -0.1, -0.1], [0.0, 0.0, 0.0], [0.0, 0.0, 0.0], [0.0, 0.0, 0.0], [0.0, 0.0, 0.0], [0.0, 0.0, 0.0], [0.0, 0.0, 0.0], [0.0, 0.0, 0.0], [0.0, 0.0, 0.0], [0.0, 0.0, 0.0], [0.0, 0.0, 0.0], [0.0, 0.0, 0.0], [0.0, 0.0, 0.0], [0.0, 0.0, 0.0], [0.0, 0.0, 0.0]], "charge": 2, "multiplicity": 2, "lumo_ev": [-8.2, -7.8], "orbital_gap_ev": [3.981, 4.396], "s_squared": 0.860, "total_energy_ha": -5632.30534, "homo_ev": [-12.15, -12.15]}

No. 3
{"formula": "C8H8ClN3OS", "method": "wB97M-V/def2-TZVPD", "symbols": ["C", "S", "C", "C", "C", "C", "C", "Cl", "N", "C", "H", "H", "H", "H", "H", "H", "H", "H", "N", "C", "N", "O"], "coordinates": [[0.8168, 0.7050, -1.7870], [-0.2470, -0.7446, -1.6182], [-0.0429, -1.1637, 0.2453], [-0.6626, -0.0718, 1.0417], [-1.9608, 0.1913, 1.2782], [-2.4032, 1.2831, 1.9417], [-1.4410, 2.0490, 2.5673], [-2.1111, 3.3981, 3.5129], [-0.1229, 1.8764, 2.4020], [0.1647, 0.8395, 1.6651], [1.4174, 0.8106, -0.8400], [0.2731, 1.6087, -1.7866], [1.5759, 0.7920, -2.5583], [0.9956, -1.1906, 0.3574], [-0.5810, -2.0736, 0.4513], [-2.7067, -0.5405, 0.8770], [-3.4674, 1.5019, 2.1318], [1.2150, 0.7398, 1.4327], [1.3872, -3.7204, -3.6281], [2.0066, -2.9475, -3.0624], [2.6100, -2.1701, -2.2506], [3.2842, -1.1727, -2.3732]], "forces_ev_per_angstrom": [[1.4, 0.1, 2.2], [0.2, -0.6, 0.4], [-2.1, 1.5, -1.7], [1.7, 0.7, 0.9], [-3.1, -2.7, -1.9], [-0.8, 0.8, 1.5], [0.1, 1.0, -0.1], [0.9, -0.5, -0.2], [-2.2, 1.0, 1.1], [2.3, -0.4, -1.1], [-0.4, -0.3, -0.8], [-1.0, 0.9, -0.3], [-0.3, -0.8, -0.5], [1.5, -0.5, 0.6], [0.2, -0.6, -0.4], [0.4, 0.8, 0.2], [0.7, -0.3, -0.3], [0.5, -0.1, 0.3], [-1.1, -1.7, -1.0], [-0.1, 0.3, -2.4], [1.8, 2.1, 4.7], [-0.6, -0.8, -1.3]], "multiplicity": 1, "lumo_ev": [-2.4, -2.3], "orbital_gap_ev": [6.813, 6.815], "total_energy_ha": -1407.35414, "homo_ev": [-9.16, -9.15]}

> The highest multiplicity belongs to which entry?

C44H57BrIrN2O6P2

> multiplicity of number 3 (C8H8ClN3OS)?

1

> Among the records above, which one has the highest multiplicity?

C44H57BrIrN2O6P2

What did the first record say?
{"formula": "C6H11BrOSi", "method": "wB97M-V/def2-TZVPD", "symbols": ["C", "C", "C", "C", "C", "C", "O", "Si", "Br", "H", "H", "H", "H", "H", "H", "H", "H", "H", "H", "H"], "coordinates": [[1.6913, 2.3159, -1.1211], [-1.6502, 0.3058, 2.4150], [1.0180, 1.9661, -0.0161], [-1.5867, 0.0340, 1.1357], [-0.7454, -0.7936, -2.4290], [1.1689, -1.8050, 1.2800], [-0.3121, 0.3302, -1.7118], [-0.2004, 0.5008, -0.1207], [0.9744, -3.4270, 0.2797], [2.5067, 3.0089, -1.0915], [1.2130, 2.0514, -2.1194], [-2.5447, 0.0014, 2.9889], [-0.8803, 0.9356, 2.9029], [1.6052, 2.1583, 0.8895], [-2.4531, -0.5083, 0.7445], [-1.1401, -0.5393, -3.3402], [-1.2363, -1.5176, -1.6911], [0.1515, -1.4926, -2.6385], [2.1196, -1.6097, 1.6591], [0.3009, -1.9153, 1.9841]], "forces_ev_per_angstrom": [[-2.5, -0.2, -1.4], [0.1, 1.0, 1.4], [0.9, -1.3, 0.4], [-0.1, 0.2, -2.5], [2.8, -4.0, 3.3], [-4.2, 1.2, -1.0], [-0.5, 0.4, -0.3], [1.9, -0.9, 2.7], [0.5, -0.3, -0.4], [0.5, 0.0, 0.0], [1.1, 0.4, 1.2], [0.8, 0.2, -0.1], [-0.6, -0.6, -0.1], [-0.8, 0.2, 0.2], [0.4, -0.1, -0.2], [-1.7, 0.6, -1.8], [-0.6, 1.1, -1.5], [-0.8, 1.4, 0.0], [1.4, 0.0, 0.5], [1.4, 0.7, -0.3]], "multiplicity": 1, "lumo_ev": [-0.1, -0.1], "orbital_gap_ev": [6.964, 6.963], "total_energy_ha": -3173.80551, "homo_ev": [-7.06, -7.06]}